Below is a molecular structure, C31H27Cl3IrN5O2S2Si, with properties calculated with the ωB97M-V functional and the def2-TZVPD basis.

```
72
Properties=species:S:1:pos:R:3:forces:R:3:nbo_charge:R:1
Ir -0.112 0.543 0.489 -0.120 -0.033 -0.259 0.802
C -2.454 -4.311 2.222 0.004 -0.023 0.043 -0.083
O -3.137 -3.035 2.410 0.035 0.005 0.006 -0.421
C -2.569 -2.156 1.629 -0.113 0.105 0.062 0.683
N -1.508 -2.548 0.997 0.055 -0.072 -0.156 -0.675
C -1.181 -3.939 1.445 0.023 0.033 0.072 -0.091
C 0.070 -3.989 2.289 -0.007 -0.002 -0.029 -0.085
C 0.404 -2.953 3.152 -0.005 -0.019 -0.032 -0.176
C 1.528 -3.062 3.960 0.022 -0.019 0.000 -0.206
C 2.311 -4.206 3.915 -0.004 0.014 0.004 -0.194
C 1.976 -5.242 3.054 -0.010 -0.012 -0.016 -0.194
C 0.859 -5.133 2.240 0.017 0.010 -0.011 -0.202
C -3.253 -0.847 1.536 0.038 -0.071 -0.035 0.108
C -4.474 -0.659 2.172 -0.018 0.012 -0.025 -0.146
C -5.130 0.550 1.992 0.042 0.004 -0.029 -0.137
C -4.548 1.515 1.188 -0.006 -0.037 0.025 -0.152
C -3.309 1.236 0.625 0.091 0.020 -0.005 0.119
N -2.672 0.085 0.791 -0.018 -0.068 0.085 -0.373
C -2.586 2.229 -0.192 -0.116 -0.021 -0.074 0.598
N -1.340 2.160 -0.470 -0.001 -0.063 0.339 -0.566
C -1.004 3.312 -1.324 0.029 -0.077 -0.085 -0.102
C -2.358 4.056 -1.444 0.001 0.048 -0.036 -0.085
O -3.283 3.246 -0.669 0.033 -0.020 -0.007 -0.439
C -0.409 2.890 -2.649 0.033 -0.008 0.012 -0.069
C 0.306 3.822 -3.397 -0.020 0.017 0.007 -0.168
C 0.814 3.484 -4.644 0.007 -0.008 0.016 -0.223
C 0.619 2.204 -5.147 0.037 -0.019 0.016 -0.217
C -0.081 1.267 -4.397 0.027 -0.003 0.003 -0.188
C -0.597 1.608 -3.153 0.031 0.011 0.038 -0.233
H -3.137 -4.954 1.670 0.009 0.007 -0.011 0.220
H -2.247 -4.721 3.205 -0.012 0.007 -0.016 0.237
H -1.064 -4.567 0.563 -0.010 0.007 0.014 0.248
H -0.186 -2.046 3.191 -0.011 -0.001 0.011 0.217
H 1.787 -2.251 4.627 -0.004 0.015 0.005 0.229
H 3.181 -4.292 4.551 0.010 -0.003 0.008 0.230
H 2.584 -6.136 3.016 0.002 -0.009 0.003 0.230
H 0.606 -5.937 1.559 -0.002 -0.011 -0.002 0.218
H -4.899 -1.444 2.779 -0.004 -0.006 0.001 0.262
H -6.083 0.730 2.468 -0.006 0.004 -0.001 0.254
H -5.024 2.467 1.003 -0.010 0.003 0.007 0.259
H -0.282 3.945 -0.804 -0.002 -0.022 0.041 0.207
H -2.731 4.103 -2.464 0.000 -0.017 0.008 0.223
H -2.347 5.049 -1.002 0.000 0.001 -0.022 0.217
H 0.446 4.828 -3.015 0.011 0.011 0.002 0.211
H 1.343 4.224 -5.230 0.004 0.010 -0.002 0.235
H 0.994 1.944 -6.128 0.002 0.001 -0.009 0.235
H -0.246 0.272 -4.790 -0.011 -0.015 0.000 0.233
H -1.147 0.872 -2.581 -0.022 -0.003 -0.022 0.237
C 1.230 3.632 2.052 0.012 -0.032 0.010 -0.697
C 1.811 3.201 0.757 -0.058 0.034 0.009 0.166
N 1.775 2.001 0.257 0.218 -0.055 -0.057 -0.505
C 2.459 1.938 -0.944 -0.008 0.060 -0.021 0.101
C 2.926 3.160 -1.402 0.043 -0.045 0.005 -0.319
S 2.648 4.358 -0.254 -0.101 0.019 0.007 0.559
C 2.896 0.713 -1.521 -0.045 -0.107 0.017 0.198
C 3.246 0.565 -2.886 0.002 0.052 0.019 -0.329
S 3.909 -0.933 -3.159 -0.008 -0.068 0.001 0.579
C 3.730 -1.312 -1.420 0.029 -0.011 -0.011 0.226
N 3.152 -0.380 -0.743 -0.002 0.081 -0.017 -0.427
C 4.308 -2.559 -0.874 -0.067 0.006 -0.007 -0.693
H 0.333 3.058 2.278 -0.004 -0.001 0.006 0.277
H 1.019 4.700 2.059 -0.006 0.006 -0.004 0.246
H 1.950 3.421 2.846 -0.013 0.000 0.012 0.280
H 3.487 3.351 -2.303 0.015 -0.002 -0.026 0.274
H 3.087 1.285 -3.674 -0.024 0.042 -0.016 0.279
H 5.399 -2.485 -0.894 -0.001 -0.008 0.000 0.270
H 4.026 -3.423 -1.476 -0.014 -0.005 -0.005 0.261
H 3.978 -2.692 0.152 -0.030 -0.010 0.028 0.273
Cl -0.295 0.573 2.843 -0.020 0.083 0.026 -0.579
Si -0.539 -1.611 -0.299 -0.024 0.406 0.190 1.055
Cl -1.864 -1.751 -1.893 -0.012 -0.039 -0.015 -0.392
Cl 0.900 -3.023 -0.738 0.088 -0.089 -0.095 -0.392
```
Forces are in eV/Å.

Properties
* net charge: +2
* gap between HOMO and LUMO (spin up / spin down): 0.239 / 0.168 Eh
* spin multiplicity: 5
* total energy: -114074.61522 eV



Below is a molecular structure, C31H27ClN4PdS3Te, with properties calculated with the ωB97M-V functional and the def2-TZVPD basis.

```
68
Properties=species:S:1:pos:R:3:forces:R:3:nbo_charge:R:1
Pd 0.585 -0.485 0.869 0.350 0.735 0.374 0.447
S 1.074 0.002 3.224 0.111 -0.344 0.094 0.018
C 1.906 -1.445 3.560 0.012 0.342 -0.002 -0.220
C 1.878 -1.949 4.882 0.140 -0.198 0.071 -0.137
C 2.560 -3.088 5.229 -0.080 0.090 -0.015 -0.145
C 2.466 -3.599 6.568 0.001 -0.050 0.128 0.266
N 2.372 -4.012 7.637 0.017 0.076 -0.153 -0.282
C 3.337 -3.771 4.249 -0.053 0.015 -0.046 -0.146
C 3.382 -3.300 2.961 0.082 -0.125 0.181 -0.158
C 2.664 -2.148 2.567 0.031 0.156 -0.253 -0.208
S 2.754 -1.652 0.937 -0.193 -0.134 0.022 -0.037
C 4.047 -4.970 4.599 0.021 -0.097 0.001 0.266
N 4.599 -5.942 4.867 -0.036 0.096 -0.043 -0.282
H 1.294 -1.426 5.625 -0.013 0.008 -0.009 0.242
H 3.964 -3.829 2.218 0.012 0.019 -0.006 0.240
C 0.342 -0.067 -7.280 -0.044 0.002 0.093 -0.630
C 0.072 -0.232 -5.808 0.027 0.043 -0.013 0.017
C 1.087 -0.531 -4.914 -0.027 0.000 0.005 -0.227
C 0.845 -0.712 -3.553 0.014 0.023 0.079 -0.033
C 2.008 -1.074 -2.667 0.009 -0.061 -0.108 -0.648
C -0.471 -0.590 -3.079 -0.002 -0.074 0.087 -0.241
Te -0.968 -1.189 -1.099 -0.066 -0.117 -0.704 0.365
C -1.508 -0.235 -3.963 -0.031 0.016 0.009 -0.041
C -2.923 -0.011 -3.492 0.108 -0.064 -0.002 -0.637
C -1.217 -0.068 -5.309 -0.013 0.011 0.010 -0.230
H 1.384 -0.278 -7.517 -0.010 0.015 -0.008 0.217
H 0.114 0.951 -7.600 0.026 -0.017 -0.027 0.222
H -0.287 -0.743 -7.862 0.022 0.013 -0.012 0.222
H 2.103 -0.647 -5.279 -0.022 0.018 -0.001 0.208
H 2.942 -0.715 -3.100 -0.026 -0.049 -0.020 0.220
H 2.088 -2.158 -2.552 0.006 0.021 0.020 0.226
H 1.909 -0.654 -1.670 -0.035 0.022 0.039 0.232
H -3.290 -0.865 -2.920 -0.038 0.019 -0.019 0.231
H -3.588 0.154 -4.339 -0.002 0.004 0.022 0.220
H -2.983 0.865 -2.840 -0.015 -0.023 -0.007 0.205
H -2.021 0.187 -5.993 0.024 0.007 0.031 0.205
S -1.933 -0.150 1.876 0.007 0.319 -0.074 -0.148
C -2.669 1.351 1.584 -0.058 -0.320 0.080 0.088
N -2.579 1.970 0.378 -0.085 0.017 0.342 -0.497
C -3.264 3.088 0.042 0.058 0.062 -0.187 0.070
C -4.103 3.673 0.932 -0.030 0.137 0.059 -0.277
C -4.198 3.114 2.220 0.067 -0.091 0.074 -0.120
C -3.487 1.992 2.546 -0.097 0.116 -0.020 -0.259
H -1.957 1.535 -0.285 0.191 -0.007 -0.239 0.439
H -3.103 3.464 -0.958 0.064 -0.019 0.022 0.230
H -4.652 4.562 0.665 0.027 0.000 -0.050 0.239
H -4.842 3.580 2.956 0.038 -0.030 0.005 0.229
H -3.543 1.545 3.528 -0.017 -0.003 -0.015 0.245
Cl -1.519 6.563 0.845 -0.043 0.028 -0.016 -0.014
C -0.596 5.105 0.635 0.010 -0.104 0.030 -0.072
C -0.280 4.665 -0.642 -0.099 0.032 -0.064 -0.252
C 0.436 3.492 -0.801 -0.048 -0.130 -0.025 -0.215
C 0.894 2.748 0.304 -0.034 0.080 -0.037 -0.085
C 1.707 1.577 0.118 -0.063 0.033 0.058 -0.481
C 0.567 3.239 1.584 -0.036 -0.069 -0.039 -0.218
C -0.180 4.389 1.750 -0.024 0.037 0.041 -0.184
H -0.582 5.251 -1.501 -0.013 -0.034 0.011 0.226
H 0.689 3.152 -1.800 -0.006 0.028 0.019 0.216
H 2.460 1.381 0.866 0.048 -0.048 0.066 0.216
H 2.015 1.385 -0.903 -0.003 -0.120 -0.021 0.192
H 0.914 2.699 2.455 -0.003 -0.012 0.038 0.225
H -0.433 4.747 2.740 0.033 -0.019 -0.028 0.221
C -0.001 -5.468 2.021 0.016 0.037 0.041 -0.723
C -0.138 -4.031 1.816 0.003 0.065 -0.044 0.355
N -0.242 -2.900 1.650 -0.219 -0.386 0.154 -0.397
H -0.051 -5.986 1.065 0.001 0.016 -0.010 0.259
H -0.805 -5.821 2.663 0.017 -0.019 0.007 0.261
H 0.957 -5.683 2.493 -0.007 0.007 0.005 0.264
```
Forces are in eV/Å.

Properties
* net charge: 0
* gap between HOMO and LUMO (spin up / spin down): 0.229 / 0.200 Eh
* spin multiplicity: 5
* total energy: -94344.70280 eV